<P>
10
Properties=species:S:1:pos:R:3 method="wB97M-V/def2-TZVPD" e_homo_ev=-8.992 orbital_gap_ev=8.9
C 1.0630 0.9506 0.8916
C 0.7898 -0.4623 0.7699
O -2.5367 -0.8103 -0.5560
S 1.0112 -1.2333 -0.6543
Cl 1.6297 1.9133 -0.4750
H 1.8118 1.0600 1.7386
H 0.1378 1.6392 1.1289
H -3.4388 -1.0727 -0.2853
H -2.2316 -1.6693 -0.9945
H 1.7638 -0.3152 -1.5639



<Q>
10
Properties=species:S:1:pos:R:3 method="wB97M-V/def2-TZVPD" e_homo_ev=-9.586 orbital_gap_ev=9.1
C 1.0499 0.2460 0.7552
C 0.4921 -1.0267 0.6119
O -2.2480 0.7728 0.1090
S 1.1735 -2.2346 -0.2616
Cl 2.7613 0.4713 0.0242
H 0.9683 0.6670 1.8588
H 0.3801 0.8073 0.0606
H -1.9087 -0.1650 0.3367
H -1.5547 1.1186 0.7966
H 2.3664 -1.8744 -0.6564



In terms of stability, <P> leads; the second structure lies 0.0032 hartree higher.



<P>
23
Properties=species:S:1:pos:R:3 method="wB97M-V/def2-TZVPD" e_homo_ev="-7.817 / -7.816" orbital_gap_ev="7.9 / 7.9"
C 3.2894 -1.0636 0.2964
C 2.5797 -0.8255 1.4957
C 2.6048 -1.0752 -0.9352
C 1.1993 -0.6358 1.4990
C 1.2284 -0.9120 -0.9450
C 0.5138 -0.6702 0.2666
C -0.8497 -0.4199 0.2524
C -3.1819 -0.8504 -0.0556
C -1.2135 1.9538 0.4800
N -1.7864 -1.1917 -0.2018
O -1.4703 -2.3979 -0.4950
O -0.0557 2.5228 0.0878
H 4.3074 -1.3237 0.2390
H 3.0632 -0.5859 2.5274
H 3.1428 -1.2002 -1.8997
H 0.6641 -0.3791 2.3884
H 0.5202 -1.0917 -1.8252
H -3.7501 -0.9329 0.9123
H -3.8114 -1.4765 -0.6431
H -3.3689 0.1928 -0.5212
H -1.4421 2.1360 1.5048
H -1.9547 2.1857 -0.1625
H 0.2287 2.3986 -0.9139



<Q>
23
Properties=species:S:1:pos:R:3 method="wB97M-V/def2-TZVPD" e_homo_ev=-7.552 smiles=OC[C@H]1COc2ccccc2N1 orbital_gap_ev=8.1
O 2.5484 -1.5048 -0.6128
C 2.5080 -0.1067 -0.6683
C 1.6630 0.2953 0.6128
C 1.1084 1.6992 0.6058
O -0.0970 1.8544 -0.1717
C -0.9929 0.9075 -0.0810
C -2.2730 0.9840 -0.6337
C -3.2527 0.0333 -0.3727
C -2.9209 -1.1962 0.1669
C -1.5526 -1.3574 0.3374
C -0.6981 -0.3168 0.4091
N 0.5675 -0.5899 0.8901
H 3.0043 -1.8834 -1.3968
H 3.5397 0.2325 -0.5364
H 1.9883 0.3107 -1.5464
H 2.4972 0.1379 1.3370
H 0.8811 1.8581 1.7285
H 1.8386 2.4223 0.0930
H -2.3277 1.8615 -1.2263
H -4.3173 0.0998 -0.5706
H -3.6879 -2.0382 0.3390
H -1.1117 -2.2478 0.6574
H 1.0873 -1.4553 0.6398



In terms of stability, <Q> leads; the second structure lies 0.1686 hartree higher.



<P>
13
Properties=species:S:1:pos:R:3 method="wB97M-V/def2-TZVPD" e_homo_ev=-4.250 smiles="O=C([O-])CCC(=O)O" charge=-1 orbital_gap_ev=7.5
O 1.1888 -1.1350 2.3868
C 0.4812 -0.2024 1.9423
O -0.1891 0.6381 2.5672
C 0.6299 0.0641 0.4069
C -0.7495 0.3379 -0.2669
C -0.5754 0.0937 -1.7148
O -0.8277 -0.9747 -2.2693
O -0.0637 1.0279 -2.5641
H 1.2154 -0.7351 -0.0751
H 1.2213 0.9672 0.2019
H -0.9254 1.4337 -0.1356
H -1.5444 -0.1378 0.2924
H 0.0399 0.5982 -3.4138



<Q>
13
Properties=species:S:1:pos:R:3 method="wB97M-V/def2-TZVPD" e_homo_ev=-4.324 charge=-1 orbital_gap_ev=7.7
O -0.5739 -2.1968 -0.4038
C -0.0749 -1.3270 -1.2415
O 0.5239 -1.5422 -2.2648
C -0.2579 0.1093 -0.7651
C 0.4629 0.4184 0.5474
C -0.2288 1.5503 1.3986
O 0.5371 2.3408 1.9741
O -1.4695 1.4151 1.4728
H 0.4538 -2.1153 -0.2285
H -1.3282 0.2126 -0.5532
H -0.0204 0.8540 -1.5215
H 1.4922 0.7595 0.4101
H 0.4838 -0.4787 1.1755



In terms of stability, <P> leads; the second structure lies 0.0547 hartree higher.



<P>
13
Properties=species:S:1:pos:R:3 method="wB97M-V/def2-TZVPD" e_homo_ev="-12.895 / -12.897" charge=+1 orbital_gap_ev="8.4 / 8.4"
C 0.7875 -0.0136 -0.1487
C -1.4713 -0.0211 0.6909
N 0.4838 0.0290 -1.5501
N -1.6099 -0.0158 2.1050
Br -2.1150 -1.5678 -0.1919
Br -2.2605 1.4961 -0.2260
H 1.2995 -0.8297 0.3270
H 1.2817 0.9435 0.1872
H -0.0311 -0.8064 -2.0253
H 1.2946 0.1572 -2.2287
H -1.2796 0.8405 2.4532
H -0.2882 0.6933 -1.6039
H -1.5405 -0.7872 2.6328



<Q>
13
Properties=species:S:1:pos:R:3 method="wB97M-V/def2-TZVPD" e_homo_ev=-14.142 smiles=N[C@H](Br)[C@H]([NH3+])Br charge=+1 orbital_gap_ev=10.5
N -0.3081 0.5417 -1.4765
C -0.5028 -0.6228 -0.8199
Br -2.3533 -0.8390 0.1331
C 0.4864 -0.6547 0.5670
N 0.3412 0.6469 1.2025
Br 2.3340 -0.8776 -0.0961
H -0.0296 0.5360 -2.4793
H -0.6640 1.3540 -1.0706
H -0.4030 -1.6342 -1.2531
H 0.1720 -1.4057 1.3102
H -0.6885 0.8769 1.4015
H 0.6870 1.4418 0.5987
H 0.9287 0.6368 1.9826



In terms of stability, <Q> leads; the second structure lies 0.0865 hartree higher.



<P>
19
Properties=species:S:1:pos:R:3 method="wB97M-V/def2-TZVPD" e_homo_ev="0.974 / -5.679" s2=0.75 charge=-1 spin_multiplicity=2 orbital_gap_ev="2.8 / 9.4"
C -1.0280 1.7121 -0.9155
C -0.4563 1.6816 0.4911
C -0.2519 0.2995 1.1217
N 0.9451 -0.4366 0.6357
C 1.1856 -1.6890 1.3962
H -2.0552 1.3464 -1.0190
H -1.0710 2.7493 -1.2438
H -0.4290 1.1064 -1.5837
H 0.5936 2.0259 0.4982
H -0.9475 2.3101 1.2348
H -0.2244 0.4939 2.2019
H -1.1284 -0.3560 0.9109
H 0.5212 -0.6670 -0.2841
H 2.1659 -1.4772 1.9090
H 0.4584 -1.7351 2.2139
H 1.0961 -2.6118 0.8145
H -0.3620 -1.7983 -3.3505
H 0.9080 -1.2403 -2.6194
O 0.0797 -1.7141 -2.4120



<Q>
19
Properties=species:S:1:pos:R:3 method="wB97M-V/def2-TZVPD" e_homo_ev="1.025 / -5.322" s2=0.75 charge=-1 spin_multiplicity=2 orbital_gap_ev="3.2 / 9.3"
C -1.2992 0.3885 -1.9525
C -0.7911 -0.8819 -1.2331
C 0.7060 -0.9594 -0.9842
N 1.0690 -1.0292 0.4681
C 1.7557 0.1997 0.9180
H -1.6688 0.2433 -2.9828
H -2.1242 0.8686 -1.4317
H -0.4386 1.0234 -2.1863
H -1.3397 -0.8576 -0.2864
H -1.1779 -1.7663 -1.7493
H 1.1164 -1.8957 -1.3658
H 1.2137 -0.1160 -1.4460
H 0.2140 -1.0436 1.0216
H 1.9079 0.1013 2.0016
H 2.7884 0.1171 0.5592
H 1.2620 1.1446 0.7518
H -0.7230 0.9582 2.4980
H -1.4666 1.8498 1.5598
O -1.1648 1.8298 2.4923



In terms of stability, <P> leads; the second structure lies 0.0039 hartree higher.



<P>
22
Properties=species:S:1:pos:R:3 method="wB97M-V/def2-TZVPD" e_homo_ev=-8.394 orbital_gap_ev=8.0
C -0.4168 -1.1111 -3.3117
C -0.9256 -0.7864 -1.0232
C -0.8822 1.1889 0.5725
C 1.0777 0.6945 -1.0531
C 0.5881 -0.9304 0.8460
C -0.0759 0.1133 -0.1640
N -1.2923 0.0393 -3.3681
N -1.6816 0.4284 -2.3063
N -0.4279 -1.5477 -2.0370
O -1.8641 -1.5257 -0.3485
S 0.3382 -1.5807 -4.6654
H -0.2594 1.6161 1.2207
H -1.7062 0.7087 1.0920
H -1.3935 1.8803 -0.1331
H 1.7289 -0.1053 -1.3240
H 0.6664 1.1714 -1.9470
H 1.5692 1.4106 -0.4678
H 1.0170 -0.4151 1.6363
H 1.3242 -1.3375 0.2137
H -0.1714 -1.5682 1.1393
H 0.2591 -2.1990 -1.7098
H -2.0840 -1.1853 0.5434



<Q>
22
Properties=species:S:1:pos:R:3 method="wB97M-V/def2-TZVPD" e_homo_ev=-7.839 orbital_gap_ev=8.6
C 2.3197 -2.8582 0.7969
C 1.4160 -1.1706 -0.3984
C -2.9358 0.7864 0.0251
C 1.7173 1.8412 0.9042
C -3.0303 -0.3400 -0.6868
C 1.1922 -0.0134 -0.9740
N 2.4188 -1.5141 0.4898
N 1.2536 -3.3323 0.2916
N 0.6250 -2.2630 -0.3789
O 3.6790 0.7090 -0.1390
S 2.4228 1.2994 -0.6294
H 3.0455 -3.4349 1.3331
H 3.2579 -0.8459 0.6217
H -3.4696 0.8870 0.9663
H -2.3441 1.5989 -0.2360
H 1.3443 0.9156 1.3229
H 0.9035 2.5030 0.7004
H 2.5491 2.2311 1.7055
H -2.4804 -0.4069 -1.6144
H -3.6550 -1.1666 -0.5360
H 0.2600 0.0973 -1.6211
H 0.2509 -2.7228 -1.2010



In terms of stability, <P> leads; the second structure lies 0.0392 hartree higher.



<P>
40
Properties=species:S:1:pos:R:3 method="wB97M-V/def2-TZVPD" e_homo_ev=-13.432 charge=+1 orbital_gap_ev=11.1
O -10.5467 15.2294 -0.7207
H -11.4915 15.5269 -0.8543
H -9.8850 15.9546 -0.9292
H -10.3887 14.3457 -1.1307
C -6.5359 12.8962 -0.4977
C -7.0189 14.3424 -0.6402
C -5.8506 15.3290 -0.8707
O -7.9809 14.4148 -1.6792
H -6.0876 12.6072 0.4561
H -5.8237 12.5876 -1.2654
H -7.4204 12.2577 -0.5648
H -7.4852 14.6529 0.2986
H -6.2336 16.2386 -1.3361
H -5.1886 14.8654 -1.6055
H -5.3893 15.5649 0.0828
H -7.5218 14.4038 -2.5279
C -10.6142 14.7412 -4.0749
O -11.4788 15.6424 -3.3689
H -9.5739 15.0752 -4.0372
H -10.7444 13.7074 -3.7731
H -10.8747 14.8112 -5.1370
H -11.7408 16.3451 -3.9643
C -13.7742 15.0769 0.5356
O -12.9773 16.0933 -0.1140
H -14.8147 15.0825 0.2150
H -13.2981 14.1211 0.3314
H -13.7436 15.2803 1.6102
H -13.5126 16.8878 -0.1962
C -8.5547 18.5858 -0.2670
O -8.8974 17.3133 -0.8432
H -7.4771 18.7397 -0.2230
H -9.0345 19.3832 -0.8375
H -8.9351 18.7034 0.7468
H -8.8611 17.4992 -1.7901
C -10.6538 11.8215 0.0268
O -11.3384 12.6995 -0.8645
H -9.5696 11.8826 -0.1063
H -10.8384 12.1132 1.0592
H -10.8799 10.7720 -0.1516
H -11.9137 12.1787 -1.4306



<Q>
40
Properties=species:S:1:pos:R:3 method="wB97M-V/def2-TZVPD" e_homo_ev=-12.635 charge=+1 orbital_gap_ev=10.3
O 0.2799 0.1938 1.0608
H 0.6699 -0.6002 1.4328
H -0.7321 0.0868 1.0068
H 0.2539 0.0478 0.0798
C 0.8589 -2.9222 2.3658
O 1.5789 -1.7042 2.4028
H 1.0469 -3.6112 1.6628
H -0.2761 -2.9162 2.5028
H 1.1629 -3.3262 3.3608
H 2.5309 -1.7862 2.4658
C -2.9471 -0.6062 1.7338
O -2.3411 -0.4372 0.4438
H -2.0391 -1.2812 2.1618
H -3.8761 -1.2042 1.6648
H -3.2191 0.4658 2.0258
H -3.1041 0.1058 0.0738
C 1.6779 -2.1032 -1.1912
O 0.3049 -1.7782 -1.0162
H 2.0959 -2.5132 -0.1312
H 2.3769 -1.2232 -1.5562
H 1.5489 -2.9402 -2.1072
H -0.2151 -2.1072 -1.7382
C -2.7281 3.0148 1.9558
O -1.4501 2.3638 1.9318
H -3.0991 3.0988 3.0058
H -3.4301 2.4408 1.3788
H -2.6781 3.9708 1.6598
H -1.1681 2.3438 2.8038
C 2.3379 0.8668 -3.5932
C 1.4939 1.6008 -2.3012
C 0.0359 1.3928 -2.3802
O 1.9039 1.0628 -1.1332
H 3.3039 0.8398 -3.4372
H 2.3479 1.3288 -4.5312
H 1.8629 -0.2312 -3.5612
H 1.8689 2.6288 -2.2122
H -0.4601 2.1908 -1.6772
H -0.3201 0.2708 -2.1382
H -0.3081 1.9578 -3.1622
H 2.8489 1.0178 -1.3142



In terms of stability, <P> leads; the second structure lies 0.1856 hartree higher.